Formula: C26H27As2ClHgN2O12
Source: the OMol25 dataset
Level of theory: the ωB97M-V functional and the def2-TZVPD basis

Calculated values
<S²>   0.758
ΔE to the lowest compared entry with this formula, charge and spin   11.82 kcal/mol
Frontier orbital gap (alpha / beta)   6.7191 / 6.4201 eV
Lowest unoccupied orbital energy (alpha / beta)   2.26 / 1.79 eV
E_HOMO (alpha / beta)   -0.164 / -0.170 Ha

Geometry as ORCA input:
```
! RIJCOSX wB97M-V def2-TZVPD def2/J DEFGRID3
* xyz -1 2
Hg -0.86 1.01 1.01
Cl -1.46 7.19 5.32
C -1.19 5.66 4.55
C -0.36 4.72 5.17
C -0.10 3.53 4.56
C -0.66 3.19 3.28
O -0.33 2.09 2.74
C -1.55 4.15 2.70
C -2.25 3.91 1.48
O -2.13 2.98 0.68
C -1.79 5.37 3.36
H 0.07 4.95 6.14
H 0.54 2.80 5.02
H -3.00 4.69 1.24
H -2.43 6.10 2.89
C -4.87 -2.18 3.22
N -3.70 -2.08 2.39
C -3.05 -3.18 1.94
C -1.90 -3.09 1.25
C -1.35 -1.78 0.98
O -0.29 -1.60 0.38
N -2.06 -0.70 1.41
C -3.22 -0.79 2.09
O -3.88 0.19 2.43
H -5.30 -3.18 3.14
H -5.61 -1.44 2.90
H -4.62 -1.97 4.27
H -3.51 -4.13 2.18
H -1.37 -3.95 0.87
C -3.17 0.97 -2.12
O -1.77 0.77 -2.01
C -1.35 -0.52 -2.13
O -2.11 -1.44 -2.30
C 0.11 -0.59 -1.98
C 0.78 -1.67 -2.40
As 2.61 -2.28 -2.02
C 3.04 -2.33 -3.98
C 3.16 -0.47 -1.65
C 2.44 0.03 -0.52
As 0.78 0.88 -0.88
C 1.06 2.22 -2.30
C 2.47 -0.74 0.67
O 3.14 -1.75 0.85
O 1.80 -0.14 1.76
C 2.53 0.97 2.24
C 4.06 0.35 -2.35
O 4.10 1.58 -2.32
O 5.07 -0.33 -3.08
C 5.87 -1.16 -2.27
C 0.13 -2.68 -3.24
O -0.42 -2.50 -4.30
O 0.36 -3.91 -2.73
C -0.17 -5.01 -3.44
H -3.35 2.00 -1.86
H -3.70 0.30 -1.44
H -3.49 0.76 -3.14
H 2.44 -3.09 -4.47
H 4.10 -2.55 -4.15
H 2.81 -1.36 -4.42
H 1.65 1.80 -3.11
H 1.61 3.07 -1.88
H 0.09 2.55 -2.66
H 1.97 1.36 3.09
H 2.62 1.76 1.47
H 3.54 0.67 2.55
H 6.73 -1.44 -2.87
H 5.33 -2.07 -1.95
H 6.21 -0.63 -1.38
H 0.59 -5.79 -3.44
H -0.40 -4.70 -4.46
H -1.07 -5.36 -2.95
*
```

***

Formula: C26H27BCoN11
Source: the OMol25 dataset
Level of theory: the ωB97M-V functional and the def2-TZVPD basis

Calculated values
<S²>   8.796
Frontier orbital gap (alpha / beta)   7.5636 / 2.8099 eV
Lowest unoccupied orbital energy (alpha / beta)   -8.12 / -12.84 eV
E_HOMO (alpha / beta)   -0.576 / -0.575 Ha

Geometry as ORCA input:
```
! RIJCOSX wB97M-V def2-TZVPD def2/J DEFGRID3
* xyz 3 6
Co 0.16 -0.23 -0.19
C -0.39 2.17 -2.61
C 0.14 2.47 -1.25
C 0.22 3.70 -0.50
C 1.04 3.42 0.60
N 1.48 2.15 0.51
N 0.81 1.53 -0.62
B 2.38 1.24 1.41
N 1.46 0.40 2.37
C 1.89 -0.40 3.40
C 1.07 -1.52 3.53
C 0.09 -1.38 2.49
C -1.11 -2.21 2.16
N 0.32 -0.27 1.78
N 2.94 0.17 0.38
C 4.16 -0.07 -0.15
C 4.09 -0.96 -1.21
C 2.69 -1.32 -1.28
C 1.96 -2.36 -2.11
N 1.99 -0.67 -0.34
N 3.35 2.06 2.22
C 4.05 3.11 1.56
C 5.30 3.18 2.09
C 5.33 2.16 3.16
C 6.49 1.79 4.02
N 4.18 1.52 3.21
H -0.45 3.11 -3.17
H -1.42 1.76 -2.60
H 0.25 1.43 -3.13
H -0.15 4.68 -0.77
H 1.25 4.04 1.44
H 2.63 -0.04 4.08
H 1.17 -2.41 4.15
H -0.92 -3.16 2.63
H -1.18 -2.38 1.05
H -2.06 -1.79 2.49
H 5.07 0.22 0.36
H 4.94 -1.38 -1.76
H 2.68 -2.87 -2.78
H 1.23 -1.86 -2.72
H 1.47 -3.09 -1.47
H 3.61 3.69 0.75
H 6.10 3.84 1.72
H 7.07 2.68 4.28
H 7.19 1.18 3.45
H 6.21 1.24 4.91
N -8.84 -3.26 -4.97
C -7.94 -2.92 -4.31
C -6.92 -2.46 -3.47
C -5.64 -2.28 -3.92
C -4.58 -1.93 -3.05
C -4.90 -1.50 -1.74
C -6.25 -1.60 -1.27
C -7.23 -2.09 -2.14
N -3.87 -0.97 -0.94
C -4.02 -0.13 0.12
C -2.80 0.28 0.51
N -1.86 -0.30 -0.38
C -2.54 -1.12 -1.17
H -5.44 -2.43 -5.00
H -3.57 -2.11 -3.38
H -6.60 -1.11 -0.34
H -8.23 -2.26 -1.80
H -4.98 0.22 0.56
H -2.46 1.02 1.23
H -2.13 -1.60 -2.08
*
```

***

Formula: C26H27Cl2IN7O2V
Source: the OMol25 dataset
Level of theory: the ωB97M-V functional and the def2-TZVPD basis

Calculated values
ΔE to the lowest compared entry with this formula, charge and spin   34.80 kcal/mol
Frontier orbital gap (alpha / beta)   5.4964 / 5.4946 eV
Lowest unoccupied orbital energy (alpha / beta)   -8.27 / -8.27 eV
E_HOMO (alpha / beta)   -0.506 / -0.506 Ha

Geometry as ORCA input:
```
! RIJCOSX wB97M-V def2-TZVPD def2/J DEFGRID3
* xyz 2 1
V 1.12 0.82 -0.36
C -0.04 -1.28 -4.18
C -1.13 -0.94 -3.22
N -2.39 -1.21 -3.57
C -3.38 -0.98 -2.72
C -3.22 -0.46 -1.44
C -4.43 -0.22 -0.56
O -4.26 -0.76 0.74
C -1.91 -0.16 -1.04
C -1.66 0.33 0.30
N -0.54 0.81 0.74
C -0.42 1.35 2.07
C -1.56 1.73 2.78
C -1.47 2.26 4.05
C -0.24 2.46 4.64
C 0.92 2.14 3.94
C 0.83 1.59 2.67
I 2.73 1.28 1.79
C -0.89 -0.40 -1.96
O 0.40 -0.21 -1.57
H -0.47 -1.45 -5.16
H 0.48 -2.19 -3.87
H 0.71 -0.48 -4.23
H -4.38 -1.22 -3.08
H -5.32 -0.62 -1.05
H -4.59 0.85 -0.44
H -4.65 -1.64 0.79
H -2.50 0.28 0.99
H -2.54 1.62 2.33
H -2.38 2.53 4.58
H -0.16 2.88 5.63
H 1.88 2.32 4.39
C 1.67 -1.93 2.12
N 1.44 -1.61 0.67
C 2.66 -2.07 -0.07
N 2.95 -3.47 0.15
C 3.15 -3.70 1.58
N 1.95 -3.33 2.35
C 0.83 -4.13 1.88
N 0.59 -3.90 0.46
C 0.32 -2.50 0.24
C 1.80 -4.27 -0.29
H 0.78 -1.64 2.68
H 2.53 -1.37 2.48
H 3.52 -1.48 0.26
H 2.50 -1.90 -1.14
H 4.00 -3.11 1.93
H 3.37 -4.75 1.75
H -0.07 -3.87 2.45
H 1.04 -5.19 2.05
H -0.58 -2.22 0.80
H 0.15 -2.36 -0.82
H 1.63 -4.10 -1.35
H 2.01 -5.32 -0.14
Cl 0.13 2.29 -3.76
C 0.39 3.69 -2.82
C 0.26 4.94 -3.39
C 0.46 6.07 -2.60
C 0.79 5.98 -1.25
C 0.93 4.74 -0.68
Cl 1.29 4.61 1.00
C 0.75 3.56 -1.45
N 0.93 2.34 -0.91
H 0.00 5.03 -4.43
H 0.36 7.05 -3.05
H 0.93 6.86 -0.65
*
```

***

Formula: C26H27Cl5CsIN5OS3
Source: the OMol25 dataset
Level of theory: the ωB97M-V functional and the def2-TZVPD basis

Calculated values
ΔE to the lowest compared entry with this formula, charge and spin   37.40 kcal/mol
Frontier orbital gap   5.0287 eV
Lowest unoccupied orbital energy   1.76 eV
E_HOMO   -0.120 Ha

Geometry as ORCA input:
```
! RIJCOSX wB97M-V def2-TZVPD def2/J DEFGRID3
* xyz -1 1
Cs 2.04 1.91 1.43
C 3.12 -4.49 1.36
C 2.13 -3.83 0.40
S 1.62 -2.15 0.78
C 0.93 -2.28 2.44
C 1.91 -2.23 3.63
S 3.28 -1.09 3.37
C 4.70 -2.04 3.89
C 4.88 -3.45 3.32
S 4.71 -3.64 1.52
H 3.31 -5.51 1.02
H 2.67 -4.58 2.35
H 1.25 -4.48 0.33
H 2.56 -3.77 -0.60
H 0.30 -3.17 2.51
H 0.27 -1.42 2.51
H 2.31 -3.22 3.85
H 1.34 -1.92 4.51
H 4.75 -2.12 4.99
H 5.54 -1.41 3.59
H 4.18 -4.15 3.79
H 5.87 -3.80 3.59
Cl -2.42 -0.49 2.35
C -1.63 0.33 3.74
C -0.39 0.88 3.54
C 0.10 1.58 4.62
Cl 1.70 2.36 4.48
C -0.56 1.71 5.84
Cl 0.11 2.60 7.17
C -1.81 1.10 5.99
Cl -2.66 1.22 7.49
C -2.36 0.40 4.92
Cl -3.92 -0.34 5.09
N -3.13 -0.38 -4.90
C -3.65 -0.15 -6.16
C -4.56 -0.86 -6.95
C -4.85 -0.32 -8.18
C -4.27 0.89 -8.62
C -3.38 1.58 -7.82
C -3.06 1.04 -6.57
N -2.20 1.53 -5.59
C -2.27 0.65 -4.63
C -1.53 0.74 -3.35
C -1.71 -0.20 -2.34
C -1.00 -0.05 -1.16
N -0.17 0.95 -0.94
C 0.02 1.84 -1.92
C -0.64 1.78 -3.14
H -3.33 -1.16 -4.30
H -5.01 -1.79 -6.62
H -5.55 -0.83 -8.83
H -4.53 1.28 -9.59
H -2.92 2.50 -8.15
H -2.38 -1.04 -2.44
H -1.12 -0.77 -0.35
H 0.73 2.63 -1.72
H -0.47 2.51 -3.91
N -1.33 5.15 0.79
C -0.76 3.99 1.30
N -1.61 2.95 1.49
O 0.43 3.92 1.56
H -2.15 5.06 0.22
H -0.63 5.79 0.45
H -2.60 3.09 1.48
H -1.24 2.14 1.99
I 4.23 2.64 -1.40
C 5.20 1.59 0.29
H 6.14 2.16 0.38
H 5.47 0.65 -0.21
*
```

***

Formula: C26H27FN5O6S2Sc
Source: the OMol25 dataset
Level of theory: the ωB97M-V functional and the def2-TZVPD basis

Calculated values
ΔE to the lowest compared entry with this formula, charge and spin   77.03 kcal/mol
Frontier orbital gap   7.0256 eV
Lowest unoccupied orbital energy   -6.65 eV
E_HOMO   -0.502 Ha

Geometry as ORCA input:
```
! RIJCOSX wB97M-V def2-TZVPD def2/J DEFGRID3
* xyz 2 1
Sc 0.56 -3.56 1.81
S 2.29 -2.05 0.75
C 1.29 -0.92 -0.06
N 1.75 -0.40 -1.17
C 0.91 0.34 -2.10
C -0.11 1.13 -1.36
N -0.83 0.26 -0.41
C -2.35 0.39 -0.35
C -2.92 1.32 -1.38
C -3.12 2.67 -1.08
C -3.64 3.53 -2.03
C -3.97 3.04 -3.29
C -3.79 1.70 -3.59
C -3.27 0.84 -2.64
C -0.14 -0.54 0.35
S -1.45 -3.17 0.37
C 3.15 -0.52 -1.65
C 3.82 0.82 -1.51
C 4.26 1.52 -2.63
C 4.86 2.76 -2.49
C 5.02 3.32 -1.23
C 4.57 2.63 -0.10
C 3.98 1.38 -0.24
H 0.44 -0.38 -2.78
H 1.54 1.01 -2.68
H -0.82 1.58 -2.04
H 0.36 1.93 -0.78
H -2.63 0.71 0.64
H -2.72 -0.62 -0.50
H -2.87 3.05 -0.09
H -3.80 4.57 -1.80
H -4.39 3.71 -4.04
H -4.07 1.32 -4.56
H -3.14 -0.21 -2.86
H 3.10 -0.82 -2.69
H 3.66 -1.30 -1.09
H 4.15 1.08 -3.61
H 5.21 3.29 -3.36
H 5.49 4.28 -1.12
H 4.71 3.05 0.88
H 3.64 0.85 0.64
F -2.54 4.70 2.66
C -1.64 3.76 2.43
C -1.95 2.47 2.54
N -1.02 1.47 2.28
C -1.34 0.08 2.62
C -0.86 -1.06 1.66
O -1.99 -1.78 1.23
O -0.08 -1.89 2.39
C 0.28 1.78 1.99
O 1.12 0.91 1.79
N 0.57 3.11 1.86
C -0.30 4.20 2.04
O 0.07 5.33 1.91
H -2.95 2.15 2.83
H -2.41 -0.01 2.72
H -0.87 -0.16 3.57
H 1.53 3.34 1.63
N -1.06 -7.88 2.63
C -0.26 -7.50 1.42
C 0.20 -6.06 1.59
O 0.73 -5.46 0.65
O 0.00 -5.51 2.73
H -0.83 -8.81 2.98
H -2.06 -7.85 2.45
H -0.84 -7.17 3.36
H -0.85 -7.61 0.52
H 0.62 -8.14 1.35
*
```

***

Formula: C26H27MoN7O11P2S3
Source: the OMol25 dataset
Level of theory: the ωB97M-V functional and the def2-TZVPD basis

Calculated values
<S²>   2.021
ΔE to the lowest compared entry with this formula, charge and spin   11.98 kcal/mol
Frontier orbital gap (alpha / beta)   7.1459 / 7.4223 eV
Lowest unoccupied orbital energy (alpha / beta)   -0.44 / -0.62 eV
E_HOMO (alpha / beta)   -0.279 / -0.296 Ha

Geometry as ORCA input:
```
! RIJCOSX wB97M-V def2-TZVPD def2/J DEFGRID3
* xyz 0 3
Mo 0.25 0.56 -0.29
N -1.15 2.97 -3.74
C -0.65 2.51 -2.56
S 0.64 1.34 -2.64
N -1.13 3.01 -1.47
N -0.59 2.48 -0.30
C -0.87 3.16 0.76
C -0.41 2.87 2.09
C -0.92 3.61 3.16
C -0.47 3.41 4.44
C 0.53 2.45 4.67
C 1.05 1.71 3.64
C 0.58 1.89 2.33
O 1.13 1.21 1.34
H -1.01 2.38 -4.54
H -2.01 3.49 -3.70
H -1.49 4.04 0.60
H -1.69 4.35 2.96
H -0.88 3.98 5.26
H 0.89 2.29 5.68
H 1.80 0.95 3.79
C -1.29 -1.20 4.50
C -1.48 -2.05 3.26
O -2.49 -3.03 3.51
P 0.07 -2.94 2.82
O 0.28 -4.01 4.00
O -0.40 -3.87 1.63
O 1.26 -2.11 2.61
P -2.00 -1.12 1.76
O -3.22 -0.26 2.32
O -2.39 -2.18 0.79
O -0.93 -0.11 1.31
H -1.04 -1.85 5.35
H -2.21 -0.67 4.72
H -0.49 -0.49 4.35
H -2.85 -3.31 2.65
H 1.14 -3.86 4.41
H -0.99 -3.40 1.00
H -3.37 0.49 1.72
C 1.83 -3.38 -3.15
N 2.75 -2.32 -2.74
C 3.96 -1.99 -3.32
C 4.43 -0.91 -2.68
N 3.50 -0.59 -1.69
C 2.47 -1.47 -1.74
S 1.16 -1.67 -0.71
C 3.65 0.55 -0.85
C 4.93 0.86 -0.40
C 5.13 2.07 0.22
C 4.07 2.95 0.33
C 2.83 2.52 -0.09
N 2.60 1.32 -0.63
H 2.20 -3.81 -4.08
H 0.84 -2.95 -3.31
H 1.76 -4.14 -2.39
H 4.37 -2.53 -4.15
H 5.31 -0.32 -2.86
H 5.73 0.14 -0.52
H 6.11 2.33 0.61
H 4.19 3.94 0.75
H 1.96 3.16 0.01
O -3.08 1.12 -0.18
C -2.77 0.33 -1.06
N -1.51 -0.16 -1.32
S -1.63 -1.44 -2.45
O -1.50 -2.73 -1.84
O -0.83 -1.20 -3.62
C -3.32 -1.15 -2.85
C -4.09 -1.70 -3.85
C -5.39 -1.24 -3.98
C -5.89 -0.26 -3.12
C -5.10 0.28 -2.12
C -3.80 -0.18 -2.00
H -3.70 -2.47 -4.51
H -6.03 -1.64 -4.76
H -6.91 0.09 -3.25
H -5.46 1.04 -1.44
*
```

***

no.,total energy (Ha)
1,-7104.53278
2,-3015.86445
3,-3702.24298
4,-5169.39826
5,-3388.79157
6,-4163.72768